(1)
Molecular formula: C17H24N4O3
Method: DFT, wB97M-V/def2-TZVPD

Structure (XYZ):
```
48
Properties=species:S:1:pos:R:3
C 1.073 2.489 -1.018
C -0.064 1.594 -0.482
C 2.401 1.710 -1.520
C 3.049 0.921 -0.424
C 3.752 1.536 0.599
C 3.113 -0.529 -0.053
C 3.993 -0.671 1.039
C 2.507 -1.623 -0.674
C 4.423 -1.998 1.396
C 2.786 -2.926 -0.229
C 3.828 -3.053 0.694
C -1.423 -0.441 -0.898
C -0.962 -1.767 -1.507
C -2.880 -0.191 -1.134
C -3.497 0.869 -0.190
C -3.419 0.571 1.324
C -4.128 -0.711 1.819
H 1.023 3.297 0.928
H 1.108 4.384 -0.285
H 0.751 3.034 -1.941
H 3.047 2.584 -1.773
H 2.326 1.159 -2.437
H 3.831 2.548 0.836
H 5.004 0.766 2.263
H 1.736 -1.504 -1.519
H 5.198 -2.081 2.175
H 2.327 -3.760 -0.785
H 4.135 -4.051 1.057
H -0.341 0.637 -2.334
H -1.185 -0.614 0.117
H -3.085 0.239 -2.102
H -3.499 -1.095 -1.110
H -2.991 1.825 -0.339
H -4.521 1.081 -0.404
H -2.421 0.664 1.617
H -3.980 1.293 1.930
H -3.545 -1.611 1.591
H -3.977 -0.724 2.913
H -6.175 -0.422 2.133
H -5.711 -0.660 0.618
H -1.011 -3.573 -1.033
N 1.441 3.472 0.007
N 4.305 0.605 1.530
N -0.663 0.708 -1.362
N -5.555 -0.978 1.558
O -0.385 1.649 0.676
O -0.276 -1.906 -2.500
O -1.462 -2.744 -0.763
```

Computed properties:
* relative energy (zero: lowest compared OMol25 entry of this formula, charge and spin): 38.77 kcal/mol
* frontier orbital gap: 8.39 eV
* SMILES: NCCCC[C@H](NC(=O)[C@@H](N)Cc1c[nH]c2ccccc12)C(=O)O
* charge: 0

Atomic partial charges in e from the Mulliken method, atoms 1 to 2:
1 C -0.085
2 C 0.134

=====

(2)
Molecular formula: C17H24O2
Method: DFT, wB97M-V/def2-TZVPD

Structure (XYZ):
```
43
Properties=species:S:1:pos:R:3
C -2.078 0.867 -0.175
C -0.812 1.491 0.234
C -0.463 1.416 1.658
C 0.960 1.344 2.131
O -1.346 1.369 2.528
C 0.103 2.132 -0.688
C -0.169 2.120 -2.178
O 1.116 2.758 -0.313
H -2.150 0.728 -1.255
H -2.230 -0.104 0.324
H -2.907 1.520 0.125
H 1.664 1.818 1.441
H 1.015 1.811 3.120
H 1.186 0.273 2.250
H -1.186 1.837 -2.465
H 0.050 3.115 -2.582
H 0.540 1.417 -2.644
C -3.208 3.581 2.323
C -2.839 3.795 0.918
C -3.709 4.209 -0.115
C -3.326 5.313 -0.955
C -2.171 6.195 -0.586
C -4.078 5.598 -2.081
C -5.237 4.880 -2.386
C -5.996 5.207 -3.628
C -5.693 3.903 -1.499
C -4.980 3.572 -0.357
C -5.533 2.541 0.563
H -2.526 4.151 2.976
H -4.252 3.862 2.550
H -3.007 2.537 2.617
H -1.758 3.827 0.730
H -1.945 6.864 -1.427
H -2.411 6.832 0.281
H -1.266 5.625 -0.348
H -3.766 6.410 -2.741
H -6.853 4.535 -3.739
H -6.366 6.242 -3.605
H -5.346 5.107 -4.508
H -6.627 3.376 -1.715
H -6.395 2.061 0.092
H -4.803 1.762 0.794
H -5.881 2.981 1.503
```

Computed properties:
* frontier orbital gap: 4.13 eV
* charge: 0

Atomic partial charges in e from the Mulliken method, atoms 1 to 2:
1 C -1.648
2 C 0.344

=====

(3)
Molecular formula: C17H25AlP2
Method: DFT, wB97M-V/def2-TZVPD

Structure (XYZ):
```
45
Properties=species:S:1:pos:R:3
C 2.787 1.010 1.425
C 2.041 0.539 2.429
H 2.825 2.081 1.178
H 3.526 0.374 0.914
H 2.149 -0.497 2.786
H 1.408 1.193 3.048
Al 0.143 0.097 -0.101
C 0.526 -1.116 -1.807
C 1.126 -1.769 -0.660
C -1.174 -1.760 -0.344
C -0.902 -1.077 -1.569
H 2.161 -2.119 -0.646
H 0.181 -2.926 1.012
H -2.172 -2.043 -0.027
C 0.073 -2.192 0.210
H -1.666 -0.752 -2.289
H 1.036 -0.820 -2.721
C -1.775 3.095 1.993
P -1.397 1.563 1.090
C -2.141 0.389 2.288
C -2.444 1.897 -0.440
C -3.794 2.228 -0.347
C -4.500 2.614 -1.502
C -3.870 2.699 -2.753
C -2.495 2.444 -2.839
C -1.771 2.140 -1.681
P 0.027 1.792 -1.800
C 0.450 2.002 -3.523
C 0.863 3.061 -0.851
H -1.273 3.115 2.968
H -2.860 3.140 2.155
H -1.489 3.985 1.423
H -3.064 0.797 2.725
H -2.317 -0.606 1.864
H -1.404 0.281 3.097
H -4.281 2.219 0.638
H -5.556 2.853 -1.423
H -4.418 2.988 -3.654
H -1.982 2.492 -3.796
H 0.199 3.029 -3.826
H 1.520 1.816 -3.684
H -0.121 1.308 -4.149
H 0.625 4.032 -1.311
H 0.528 3.026 0.196
H 1.943 2.852 -0.869
```

Computed properties:
* frontier orbital gap: 7.89 eV
* charge: +2

Atomic partial charges in e from the Mulliken method, atoms 1 to 2:
1 C -0.488
2 C -0.501

=====

(4)
Molecular formula: C17H25AsN6O8P2Pt
Method: DFT, wB97M-V/def2-TZVPD

Structure (XYZ):
```
60
Properties=species:S:1:pos:R:3
Pt 0.425 0.561 0.879
O -2.476 3.958 1.160
P -1.245 3.033 0.769
O -1.036 2.961 -0.721
O -1.317 1.753 1.530
O 0.163 3.780 1.287
P 1.483 3.649 0.505
O 1.262 4.556 -0.785
O 2.658 4.010 1.382
O 1.638 2.155 -0.103
H -2.472 4.597 0.424
H 0.388 4.228 -1.121
N 3.486 0.568 3.707
C 2.783 1.256 2.766
N 1.659 0.720 2.635
C 1.716 -0.435 3.421
N 2.817 -0.583 4.104
C 0.608 -1.399 3.302
C 0.300 -2.419 4.099
N -0.930 -3.020 3.962
C -1.997 -2.636 3.121
C -1.602 -1.502 2.244
N -0.397 -0.896 2.175
H 4.499 0.511 3.810
H 3.143 2.201 2.367
H 1.006 -2.674 4.928
H -3.029 -3.078 3.346
H -2.481 -1.074 1.678
C -2.890 1.323 -2.478
C -2.800 -0.087 -2.025
C -3.917 -0.929 -2.219
C -3.835 -2.300 -1.908
C -2.667 -2.800 -1.404
C -1.553 -2.014 -1.200
C -0.402 -2.675 -0.555
C -1.665 -0.627 -1.483
N -0.560 0.272 -1.200
H -3.645 1.275 -3.296
H -1.941 1.634 -2.914
H -3.165 1.960 -1.652
H -4.873 -0.526 -2.638
H -4.708 -2.900 -2.080
H -2.568 -3.864 -1.150
H -0.736 -3.231 0.341
H 0.355 -1.942 -0.296
H 0.083 -3.314 -1.282
C 2.544 -2.103 -2.369
As 2.279 -0.376 -1.481
C 0.561 0.152 -2.160
C 3.628 1.027 -1.812
O 2.164 -0.676 0.116
H 2.067 -2.059 -3.335
H 2.052 -2.923 -1.774
H 3.598 -2.333 -2.278
H 0.731 1.124 -2.584
H -0.969 1.223 -1.198
H 0.266 -0.599 -2.926
H 3.155 1.936 -1.475
H 3.880 0.941 -2.914
H 4.477 0.632 -1.242
```

Computed properties:
* relative energy (zero: lowest compared OMol25 entry of this formula, charge and spin): 58.81 kcal/mol
* frontier orbital gap (alpha / beta): 7.17 / 4.95 eV
* spin multiplicity: 5
* charge: 0

Atomic partial charges in e from the Mulliken method, atoms 1 to 2:
1 Pt 2.471
2 O -0.545

=====

(5)
Molecular formula: C17H25AuI2LaNO3S2
Method: DFT, wB97M-V/def2-TZVPD

Structure (XYZ):
```
52
Properties=species:S:1:pos:R:3
I 0.052 -2.976 1.422
I 0.041 0.679 -5.091
Au 0.333 0.989 -2.385
La 0.070 -0.285 0.259
S 1.522 -1.263 -2.047
S -1.450 -0.851 -1.933
C 1.978 0.444 1.284
C 3.348 -1.210 -1.946
C -3.135 -0.316 -1.443
C 3.694 -1.054 -3.430
C 4.011 -0.141 -1.083
C 3.663 -2.613 -1.418
C -3.741 -0.499 -2.842
C -3.339 1.106 -0.924
C -3.627 -1.365 -0.445
C 1.946 2.149 -2.319
C -0.726 2.662 -2.089
O 2.803 0.651 2.061
O 2.884 2.793 -2.499
O -1.365 3.600 -2.189
H 3.368 -0.085 -3.819
H 3.191 -1.836 -4.011
H 4.776 -1.153 -3.535
H 3.394 0.735 -0.887
H 4.907 0.207 -1.615
H 4.337 -0.563 -0.126
H 3.262 -2.744 -0.405
H 4.747 -2.740 -1.406
H 3.204 -3.369 -2.065
H -4.799 -0.261 -2.782
H -3.597 -1.536 -3.166
H -3.237 0.160 -3.561
H -4.181 1.097 -0.219
H -3.607 1.771 -1.753
H -2.472 1.547 -0.413
H -4.698 -1.205 -0.299
H -3.117 -1.299 0.529
H -3.452 -2.373 -0.838
N -1.351 0.636 1.997
C -0.879 0.757 3.374
C 0.098 -0.061 3.873
C 0.412 0.010 5.221
C -0.272 0.909 6.039
C -1.265 1.725 5.504
C -1.576 1.662 4.155
H -1.967 -0.168 1.838
H -1.790 1.456 1.610
H 0.632 -0.810 3.227
H 1.194 -0.644 5.634
H -0.030 0.967 7.107
H -1.814 2.426 6.140
H -2.381 2.282 3.704
```

Computed properties:
* frontier orbital gap (alpha / beta): 5.32 / 4.30 eV
* spin multiplicity: 3
* charge: +4

Atomic partial charges in e from the Mulliken method, atoms 1 to 2:
1 I -0.152
2 I 0.314

=====

(6)
Molecular formula: C17H25B3BrFO17
Method: DFT, wB97M-V/def2-TZVPD

Structure (XYZ):
```
64
Properties=species:S:1:pos:R:3
O -5.015 -1.087 2.834
C -3.854 -1.243 2.624
F -3.123 -1.989 3.461
C -3.055 -0.684 1.511
B -1.500 -0.683 1.800
O -0.837 -1.883 1.841
B 0.520 -1.707 1.930
Br 1.704 -2.537 0.685
O 0.991 -0.829 2.841
B 0.464 0.437 2.575
C 1.265 1.732 2.875
C 0.929 2.400 4.211
C 1.674 1.840 5.428
O 2.161 0.530 5.176
O -0.809 0.486 2.012
H -3.437 0.285 1.240
H -3.190 -1.336 0.653
H 1.018 2.442 2.093
H 2.320 1.515 2.792
H -0.136 2.396 4.399
H 1.209 3.442 4.130
H 0.988 1.789 6.264
H 2.493 2.502 5.678
H 3.065 0.466 5.479
C 3.866 -1.461 -3.247
C 5.200 -0.893 -2.804
O 4.803 0.279 -2.075
C 3.536 0.107 -1.651
O 2.984 0.817 -0.871
O 2.985 -0.984 -2.218
H 3.845 -2.547 -3.282
H 3.531 -1.055 -4.202
H 5.731 -1.560 -2.123
H 5.853 -0.620 -3.627
C -5.068 4.642 -0.263
C -5.496 3.709 0.857
O -4.817 2.496 0.508
C -3.752 2.805 -0.261
O -2.899 2.038 -0.567
O -3.789 4.103 -0.628
H -4.963 5.677 0.047
H -5.729 4.589 -1.128
H -5.142 4.038 1.835
H -6.567 3.540 0.900
C -0.517 1.654 -3.253
C -1.366 2.903 -3.313
O -0.740 3.651 -4.368
C -0.070 2.789 -5.166
O 0.416 3.070 -6.211
O -0.030 1.558 -4.606
H -1.074 0.761 -2.987
H 0.325 1.763 -2.580
H -2.397 2.693 -3.602
H -1.363 3.464 -2.386
C 1.463 -6.739 -0.304
C 0.860 -6.391 -1.653
O 1.720 -5.336 -2.100
C 2.910 -5.455 -1.471
O 3.879 -4.826 -1.742
O 2.838 -6.378 -0.489
H 1.383 -7.792 -0.048
H 1.050 -6.136 0.505
H 0.921 -7.217 -2.364
H -0.165 -6.040 -1.595
```

Computed properties:
* frontier orbital gap: 10.53 eV
* charge: 0

Atomic partial charges in e from the Mulliken method, atoms 1 to 2:
1 O -0.532
2 C 0.418

=====

(7)
Molecular formula: C17H25Br2N5Ti
Method: DFT, wB97M-V/def2-TZVPD

Structure (XYZ):
```
50
Properties=species:S:1:pos:R:3
Ti -0.429 -0.183 0.311
N -0.829 -0.247 2.495
C -0.274 -1.469 3.178
C -0.953 -2.743 2.718
C -0.613 -3.193 1.311
N -1.181 -2.260 0.278
H -0.332 0.551 2.888
H -1.793 -0.130 2.807
H -0.390 -1.346 4.254
H 0.793 -1.492 2.956
H -2.040 -2.663 2.838
H -0.653 -3.540 3.400
H -1.006 -4.193 1.130
H 0.465 -3.217 1.155
H -2.199 -2.292 0.364
H -1.008 -2.665 -0.641
Br -0.829 1.053 -6.308
C -0.792 0.609 -4.511
C -0.222 -0.588 -4.091
C -0.190 -0.853 -2.740
N -0.714 -0.031 -1.819
C -1.273 1.119 -2.233
C -1.313 1.486 -3.564
C -1.763 2.025 -1.156
C -2.690 3.014 -1.412
C -3.036 3.888 -0.384
Br -4.261 5.241 -0.687
C -2.449 3.729 0.867
C -1.575 2.679 1.047
N -1.238 1.820 0.072
H 0.208 -1.287 -4.793
H 0.294 -1.749 -2.370
H -1.716 2.439 -3.870
H -3.139 3.118 -2.388
H -2.671 4.398 1.685
H -1.110 2.522 2.012
C 3.142 0.506 1.608
C 2.690 -0.254 0.368
C 3.161 0.440 -0.904
C 3.162 -1.704 0.411
N 1.215 -0.264 0.353
H 4.231 0.562 1.638
H 2.815 0.007 2.523
H 2.759 1.528 1.606
H 4.251 0.471 -0.931
H 2.796 1.466 -0.952
H 2.822 -0.094 -1.793
H 4.252 -1.747 0.426
H 2.821 -2.258 -0.465
H 2.804 -2.209 1.311
```

Computed properties:
* relative energy (zero: lowest compared OMol25 entry of this formula, charge and spin): 0.41 kcal/mol
* frontier orbital gap: 8.56 eV
* charge: +2

Atomic partial charges in e from the Mulliken method, atoms 1 to 2:
1 Ti 0.392
2 N -0.442

=====

(8)
Molecular formula: C17H25Cl12N3O2
Method: DFT, wB97M-V/def2-TZVPD

Structure (XYZ):
```
59
Properties=species:S:1:pos:R:3
N 3.042 -17.697 21.815
C 3.568 -17.269 23.019
C 4.782 -16.525 23.100
C 5.479 -16.236 21.918
C 5.062 -16.853 20.750
C 3.819 -17.437 20.719
H 2.959 -17.396 23.902
H 5.213 -16.096 23.992
H 6.389 -15.654 21.922
H 5.697 -16.856 19.876
H 3.422 -17.987 19.878
N 7.712 -20.713 9.310
C 7.503 -21.979 8.783
C 6.220 -22.411 8.393
C 5.178 -21.492 8.471
C 5.367 -20.233 9.020
C 6.652 -19.835 9.332
H 8.368 -22.587 8.564
H 6.038 -23.346 7.884
H 4.231 -21.723 8.005
H 4.533 -19.548 9.021
H 6.827 -18.845 9.727
C 4.453 -20.331 14.052
N 5.880 -20.174 14.655
O 6.572 -19.220 14.328
O 6.149 -20.967 15.504
H 4.375 -19.752 13.131
H 3.778 -19.875 14.776
H 4.268 -21.379 13.816
C -0.104 -23.249 11.061
Cl -0.895 -24.789 10.688
Cl -0.564 -21.856 9.969
H -0.363 -23.045 12.100
H 0.974 -23.365 10.944
C 8.300 -14.000 14.164
Cl 9.454 -13.489 15.451
Cl 7.231 -12.708 13.542
H 8.858 -14.379 13.308
H 7.624 -14.726 14.616
C -0.290 -21.237 19.027
Cl 1.005 -21.928 18.059
Cl -1.245 -20.035 18.151
H -0.961 -22.004 19.415
H 0.118 -20.740 19.907
C 11.483 -22.756 15.353
Cl 11.793 -24.311 16.128
Cl 12.809 -22.185 14.233
H 10.556 -22.887 14.795
H 11.352 -21.977 16.104
C 1.483 -14.166 15.493
Cl 2.728 -15.128 14.667
Cl 2.025 -13.709 17.153
H 1.184 -13.242 15.000
H 0.747 -14.966 15.575
C 4.190 -26.306 15.067
Cl 4.953 -25.932 13.480
Cl 2.406 -26.372 14.907
H 4.508 -27.254 15.502
H 4.425 -25.598 15.862
```

Computed properties:
* relative energy (zero: lowest compared OMol25 entry of this formula, charge and spin): 0.00 kcal/mol
* frontier orbital gap: 9.58 eV
* SMILES: C[N+](=O)[O-].c1ccncc1.c1ccncc1.ClCCl.ClCCl.ClCCl.ClCCl.ClCCl.ClCCl
* charge: 0

Atomic partial charges in e from the Mulliken method, atoms 1 to 2:
1 N -0.459
2 C -0.271

=====

(9)
Molecular formula: C17H25ClN4O4S
Method: DFT, wB97M-V/def2-TZVPD

Structure (XYZ):
```
52
Properties=species:S:1:pos:R:3
C 3.591 -0.044 0.680
H 2.957 -0.021 -0.205
H 4.581 0.314 0.411
H 3.175 0.625 1.431
C 3.687 -1.460 1.249
N 2.369 -1.933 1.634
C 1.731 -1.561 2.743
O 2.172 -0.859 3.640
C 0.276 -2.037 2.746
O -0.142 -2.864 1.953
N -0.469 -1.360 3.632
C -1.907 -1.332 3.598
H -2.227 -2.214 3.041
H -2.299 -1.394 4.617
C -2.476 -0.049 2.938
N -2.070 0.255 1.582
C -0.761 0.880 1.465
H -0.737 1.748 2.129
C -0.528 1.332 0.024
N -0.663 0.179 -0.826
S 0.184 0.130 -2.241
O 1.520 0.557 -1.942
O -0.017 -1.163 -2.819
C -0.604 1.361 -3.280
C -0.168 2.671 -3.236
C -0.829 3.637 -3.977
C -1.924 3.267 -4.746
C -2.360 1.950 -4.791
C -1.692 0.993 -4.047
H -1.990 -0.044 -4.068
H -3.209 1.682 -5.401
Cl -2.754 4.465 -5.666
H -0.501 4.664 -3.962
H 0.696 2.916 -2.639
C -1.989 -0.380 -0.778
H -2.016 -1.224 -1.466
C -2.254 -0.849 0.651
H -3.288 -1.192 0.738
H -1.579 -1.692 0.853
H -2.736 0.372 -1.077
H 0.485 1.716 -0.094
H -1.257 2.108 -0.252
H 0.066 0.210 1.730
H -3.566 -0.151 2.938
H -2.217 0.814 3.557
H 0.034 -0.695 4.208
H 1.833 -2.465 0.960
C 4.284 -2.430 0.240
H 3.690 -2.426 -0.672
H 5.298 -2.130 -0.009
H 4.308 -3.439 0.644
H 4.290 -1.437 2.165
```

Computed properties:
* frontier orbital gap: 9.14 eV
* SMILES: CC(C)NC(=O)C(=O)NCCN1CCN(S(=O)(=O)c2ccc(Cl)cc2)CC1
* charge: 0

Atomic partial charges in e from the Mulliken method, atoms 1 to 2:
1 C -1.118
2 H 0.084

=====

Across the entries above, electronic energy takes the values -30121.5159, -22110.0511, -43193.2891, -126018.3266, -68044.1661, -127640.3255, -188674.7197, -176863.9688, -55543.9128 eV, respectively.